ORCA calculation (ωB97M-V with the def2-TZVPD basis set) on 2 unconnected molecules or ions with the total composition C3H11N2S2.

Structure (XYZ):
```
18
Properties=species:S:1:pos:R:3
C -0.001 -0.810 2.839
S 1.460 0.047 2.205
S 2.072 -1.195 0.674
H -0.763 -0.904 2.069
H -0.391 -0.210 3.654
H 0.270 -1.789 3.222
H 2.682 -2.129 1.418
C -1.057 -0.550 -2.514
N 0.209 2.039 -0.244
C -0.349 1.404 -1.245
N -0.453 0.107 -1.355
H -0.520 -1.475 -2.711
H -0.971 0.097 -3.380
H -2.095 -0.775 -2.311
H 0.537 1.563 0.603
H 0.119 3.043 -0.228
H -0.735 2.004 -2.058
H -0.013 -0.468 -0.640
```

Values from the calculation:
- HOMO level: -13.0 eV
- Gap between HOMO and LUMO: 0.36029 hartree
- Energy above the lowest of the compared OMol25 structures with the same formula, charge and spin: 6.6 kJ/mol
- Net charge: +1
- LUMO: -3.154 eV

Which charges does Löwdin predict for the atoms? In e, they are: number 1, C, carries -0.45; number 2, S, carries 0.41; number 3, S, carries 0.36; number 4, H, carries 0.03; number 5, H, carries 0.04; number 6, H, carries 0.04; number 7, H, carries -0.16; number 8, C, carries -0.01; number 9, N, carries 0.18; number 10, C, carries -0.14; number 11, N, carries 0.02; number 12, H, carries 0.10; number 13, H, carries 0.10; number 14, H, carries 0.10; number 15, H, carries 0.02; number 16, H, carries 0.14; number 17, H, carries 0.17; number 18, H, carries 0.07